The following is a DFT calculation (ωB97M-V with the def2-TZVPD basis set) of a cluster of 21 separate species, C62H116Cl32N3O14 in total.

Geometry as ORCA input:
```
! RIJCOSX wB97M-V def2-TZVPD def2/J DEFGRID3
* xyz -1 1
Cl -2.843 -2.079 -5.768
Cl -1.116 -5.527 -5.957
Cl -0.013 7.868 -3.134
Cl -0.606 1.343 -7.071
Cl -1.367 5.085 5.576
Cl 2.306 -4.616 -5.230
Cl 1.044 6.837 2.827
Cl 4.705 0.643 -1.967
Cl 0.546 7.132 7.310
Cl 1.760 2.209 5.222
Cl 4.898 4.464 1.415
Cl -3.019 1.945 -0.613
Cl 5.100 2.286 5.040
Cl 0.063 -2.497 -7.620
Cl -0.441 4.356 -1.534
Cl -2.176 6.992 1.710
Cl 1.013 3.704 -4.496
Cl 3.677 4.073 -2.135
Cl -5.997 1.730 0.671
Cl -5.617 3.105 4.551
Cl 6.624 -3.270 -0.169
Cl 2.917 8.314 -0.858
Cl -3.531 1.053 -4.597
Cl 6.809 2.216 0.132
Cl 2.422 -0.637 -10.261
Cl 0.413 4.451 -8.320
Cl 3.638 8.764 4.275
Cl -9.689 4.492 4.983
Cl -6.868 0.356 -4.478
Cl -5.513 6.087 2.235
Cl 3.381 -0.797 -6.031
Cl 9.842 -2.003 0.345
O -0.919 -3.986 -1.776
O 4.024 -4.567 5.465
O 0.698 0.029 -2.695
O -3.022 -4.390 2.850
O -1.258 -2.496 0.514
O -5.754 -2.945 0.335
O -0.925 1.913 1.741
O 5.631 -2.234 4.982
O 2.437 -4.159 -1.328
O -0.297 -7.691 0.105
O 2.485 -0.661 2.087
O -2.526 0.017 4.613
O 1.024 -2.927 2.285
O -5.497 -4.063 -2.393
N 0.592 -0.396 0.378
N 0.440 -4.747 0.446
N -1.493 -2.068 3.369
C 4.139 -1.442 3.499
C -0.886 -8.584 -0.808
C 1.762 -5.420 0.559
C -4.656 0.721 1.248
C 2.911 -1.535 2.816
C -0.712 4.700 7.248
C -4.220 4.991 1.871
C -5.569 -0.680 -3.793
C 2.087 -2.812 2.981
C 0.308 0.140 -4.039
C 2.899 -4.542 -0.044
C 8.216 -1.221 0.545
C 3.675 7.168 3.342
C 4.393 2.707 1.101
C -1.250 2.765 2.805
C 4.089 0.953 5.745
C 3.656 -3.694 4.652
C -4.545 -3.784 -1.706
C -0.630 -5.563 1.113
C 0.722 2.781 -8.975
C -1.434 -3.262 4.299
C 0.263 7.814 -1.331
C -4.345 0.087 -3.373
C -1.268 -0.326 5.091
C -2.709 -4.110 4.163
C 0.702 5.398 7.341
C -3.527 -2.624 0.366
C -0.369 -4.448 -4.673
C -0.531 1.880 -8.798
C 7.064 -2.107 1.116
C -2.061 -3.636 -1.414
C 2.543 6.299 3.690
C -2.250 -2.784 -0.132
C 0.607 1.063 0.072
C 3.384 -3.311 -1.947
C 0.949 -5.094 -4.218
C -7.365 3.296 4.148
C -7.988 4.068 5.391
C -4.292 -4.992 2.789
C 3.439 1.530 -2.921
C 1.573 7.147 -0.969
C 0.450 1.903 1.343
C 2.683 -0.188 -8.549
C -0.583 -0.917 3.905
C 3.401 -1.250 -7.758
C -3.498 0.495 0.277
C 2.418 -3.754 3.967
C 5.535 1.822 1.327
C -1.584 -2.862 -8.128
C 4.029 2.835 -3.338
C -1.232 -6.667 0.330
C -3.091 5.625 0.958
C -3.238 0.670 5.653
C -3.228 -4.026 -2.163
C 4.546 -2.423 4.439
C -4.733 -3.091 -0.303
C -2.508 -1.809 -7.557
C 0.995 -1.276 -0.798
C -0.721 4.107 -4.169
C 0.249 -1.166 -2.071
C 2.843 0.796 4.898
C -1.217 3.466 -2.906
H 3.200 0.874 -3.765
H -3.291 0.105 6.586
H -0.277 -3.473 -5.130
H 3.816 1.277 6.751
H -7.703 2.289 4.085
H -4.566 4.063 1.360
H -5.169 -0.171 1.578
H -5.015 -4.355 3.277
H 1.855 6.393 -1.690
H 2.275 -0.079 5.161
H 4.641 0.009 5.838
H -3.714 -2.157 1.356
H 3.695 7.466 2.277
H 0.885 -2.304 -0.464
H -0.809 5.186 -4.167
H -4.557 -4.915 1.738
H -2.087 -7.025 0.905
H 1.255 5.089 8.227
H 3.014 -3.627 0.567
H 2.668 5.285 3.234
H -1.495 -2.937 5.353
H -1.111 -4.402 -3.883
H -0.464 -3.731 4.029
H -0.164 -5.957 2.036
H -0.287 -0.830 0.643
H 2.749 -2.118 -7.827
H -2.310 2.677 3.055
H 0.411 -2.108 -2.608
H -0.591 7.256 -0.897
H -4.303 1.307 2.083
H 0.852 2.896 1.042
H 1.697 -4.552 3.974
H -1.793 -9.075 -0.385
H -3.562 -3.626 4.668
H 1.255 -0.575 1.107
H -0.386 1.022 -9.448
H 0.420 -1.362 4.016
H 3.884 -4.998 -0.150
H 5.989 1.935 2.282
H 3.151 0.809 -8.557
H -2.801 1.639 5.902
H -0.655 0.531 5.444
H -0.640 3.614 7.307
H -1.295 3.668 -4.986
H 2.573 1.578 -2.258
H 0.799 1.067 -4.374
H 1.601 1.266 -0.365
H -1.660 -2.802 -9.191
H -1.437 2.416 -9.039
H -1.005 3.789 2.446
H 0.064 -4.473 -0.508
H 6.180 -1.475 1.218
H -0.116 1.312 -0.703
H -3.713 4.663 2.773
H -2.655 0.214 0.919
H -1.511 5.069 7.901
H -3.655 -0.715 -3.079
H -3.433 5.984 -0.030
H 0.860 2.999 -10.050
H 7.302 -2.617 2.063
H 4.044 2.659 0.071
H -0.447 -0.198 3.116
H -1.042 2.402 -2.756
H 5.108 2.732 -3.525
H 1.232 -4.693 -3.221
H 8.450 -0.437 1.288
H 4.457 -1.313 -8.058
H -0.624 2.557 3.677
H -7.392 4.888 5.714
H -5.972 -1.267 -2.974
H -1.138 -8.031 -1.721
H 4.242 -3.964 -2.218
H 1.622 2.360 -8.542
H -2.409 -1.633 3.193
H 0.935 -6.198 -4.199
H -3.037 -4.651 -2.983
H 1.705 -6.336 0.012
H 1.402 6.745 0.029
H 5.279 0.779 1.101
H -0.763 0.075 -4.239
H -1.799 -3.841 -7.704
H 1.715 -0.089 -8.038
H -3.487 -2.026 -7.975
H -2.173 -0.753 -7.691
H -1.342 -4.842 1.507
H -2.317 4.819 0.844
H 7.935 -0.746 -0.401
H -0.845 -1.149 -1.925
H -1.259 -1.114 5.892
H 0.552 -3.903 1.030
H -4.469 0.702 -2.487
H -7.498 3.906 3.262
H -2.280 3.732 -2.867
H -1.298 -2.356 2.395
H 0.727 -0.743 -4.480
H 2.045 -1.025 -0.960
H -8.083 3.453 6.273
H -1.524 -6.195 -0.653
H 3.551 3.161 -4.284
H 3.768 -2.491 -1.346
H 0.141 8.846 -0.982
H -3.721 -0.309 -0.437
H 2.349 6.234 4.772
H 4.727 -0.465 3.487
H -5.329 -1.348 -4.621
H -0.188 -9.326 -1.145
H -4.256 0.715 5.292
H -2.529 -5.042 4.688
H 1.264 5.045 6.453
H 1.024 1.457 2.164
H 3.006 0.815 3.827
H 2.857 -2.902 -2.780
H 3.649 2.487 1.862
H -4.253 -6.040 3.067
H 4.613 6.701 3.677
H 1.922 -5.666 1.634
*
```

Computed properties:
HOMO energy = -5.568 eV
Lowest unoccupied orbital energy = 1.27 eV
Gap between HOMO and LUMO = 6.84 eV
Max |F| = 4.56 eV Å⁻¹


The following is a DFT calculation (ωB97M-V with the def2-TZVPD basis set) of a structure of composition C62H134Ca4N4O23P2.

Geometry as ORCA input:
```
! RIJCOSX wB97M-V def2-TZVPD def2/J DEFGRID3
* xyz 0 1
Ca 8.993 8.646 -21.628
Ca 8.783 5.070 -24.387
Ca 10.459 4.474 -21.116
Ca 7.158 4.657 -20.377
P 9.032 6.690 -19.993
P 8.212 3.033 -22.347
O 13.151 5.687 -24.006
O 8.457 4.569 -22.254
O 11.528 3.508 -19.493
O 5.621 -4.395 -21.810
O 11.038 4.986 -23.708
O 7.696 6.784 -20.788
O 11.201 9.586 -21.768
O 8.825 7.408 -24.039
O 8.828 8.729 -25.868
O 7.513 2.956 -18.837
O 12.536 4.673 -22.133
O 9.152 5.250 -19.378
O 9.301 8.080 -19.455
O 11.948 -0.110 -23.778
O 8.499 2.958 -23.887
O 7.092 -1.345 -23.866
O 10.039 6.689 -21.160
O 9.328 2.653 -21.358
O 10.729 -1.774 -19.598
O 6.778 3.055 -21.759
O 6.574 5.233 -24.788
O 3.125 0.547 -22.018
O 8.987 9.506 -23.801
N 5.001 5.015 -19.415
N 4.860 1.014 -28.363
N 9.616 5.123 -26.785
N 7.552 10.480 -20.868
C 12.859 1.686 -18.573
C 12.285 1.619 -25.267
C 13.502 0.779 -25.228
C 3.551 3.875 -21.164
C 13.212 2.947 -17.882
C 6.445 -2.586 -20.620
C 8.502 2.673 -17.891
C 11.056 -2.766 -21.681
C 6.193 -1.160 -28.375
C 4.543 6.348 -19.822
C 6.221 5.980 -17.549
C 7.894 1.607 -16.989
C 4.239 0.672 -24.040
C 6.894 0.922 -17.877
C 5.886 10.766 -18.963
C 4.469 0.642 -22.528
C 11.661 1.271 -23.943
C 2.130 0.491 -23.054
C 3.311 6.921 -19.111
C 12.223 5.059 -23.292
C 9.229 3.725 -26.967
C 7.568 -3.468 -21.004
C 11.028 5.373 -26.942
C 7.036 -2.240 -25.010
C 8.725 -0.553 -25.435
C 5.319 -2.987 -21.527
C 8.854 8.543 -24.567
C 13.249 9.320 -20.567
C 5.762 4.080 -25.015
C 12.956 -0.508 -24.694
C 10.489 -1.536 -20.984
C 6.915 -4.790 -21.339
C 5.326 -0.130 -27.581
C 12.134 8.980 -22.637
C 13.118 8.344 -21.735
C 6.524 10.712 -21.921
C 11.827 9.969 -20.499
C 4.309 5.915 -24.785
C 4.050 3.882 -19.681
C 5.771 6.409 -24.552
C 5.644 2.901 -29.889
C 11.906 2.139 -19.709
C 7.353 5.764 -27.854
C 6.960 1.701 -19.200
C 2.468 1.025 -27.754
C 5.662 9.476 -22.214
C 12.248 -3.041 -20.872
C 5.971 1.855 -28.780
C 11.451 6.794 -26.591
C 2.857 1.328 -24.158
C 6.935 9.861 -19.652
C 8.103 -0.366 -24.026
C 11.621 -2.854 -19.494
C 3.761 1.763 -27.679
C 9.398 3.100 -28.382
C 8.324 11.700 -20.499
C 5.280 4.918 -18.012
C 4.512 4.677 -25.597
C 9.254 12.212 -21.612
C 8.883 5.892 -27.804
C 8.467 -2.012 -25.661
C 11.997 3.852 -18.183
H 4.432 -2.877 -20.903
H 5.161 2.420 -30.740
H 6.851 1.272 -29.053
H 11.539 4.673 -26.280
H 7.176 -0.775 -28.650
H 7.058 6.045 -18.244
H 11.175 6.921 -25.544
H 14.094 8.279 -22.214
H 5.725 11.671 -19.549
H 7.038 11.012 -22.834
H 12.540 2.679 -25.262
H 1.648 1.597 -27.321
H 12.233 4.915 -18.144
H 2.914 2.371 -23.848
H 5.083 9.663 -23.119
H 6.248 3.331 -25.640
H 5.395 3.673 -24.073
H 12.124 1.967 -23.243
H 13.525 8.806 -19.646
H 14.091 3.483 -18.242
H 11.921 11.055 -20.476
H 12.504 7.010 -26.773
H 3.557 2.747 -28.102
H 8.329 -3.551 -20.228
H 2.771 4.626 -21.293
H 8.410 -2.322 -26.704
H 5.972 11.621 -21.682
H 12.838 7.371 -21.330
H 9.192 -2.626 -25.126
H 8.325 0.055 -26.247
H 2.398 6.633 -19.633
H 6.971 6.322 -28.709
H 2.304 1.301 -25.097
H 4.699 4.876 -26.652
H 4.869 1.588 -22.163
H 8.680 3.579 -17.312
H 4.963 10.200 -18.833
H 3.242 3.937 -18.951
H 5.366 7.050 -19.684
H 11.349 5.190 -27.968
H 8.833 11.520 -19.551
H 7.601 12.496 -20.318
H 11.247 9.650 -19.633
H 7.548 -5.323 -22.047
H 13.380 2.752 -16.823
H 9.443 2.429 -18.384
H 7.734 9.665 -18.936
H 6.280 8.581 -22.283
H 9.774 -0.288 -25.299
H 6.066 1.643 -19.820
H 10.907 7.544 -27.165
H 10.021 12.871 -21.207
H 6.166 11.077 -17.957
H 4.905 9.315 -21.447
H 5.058 3.750 -29.538
H 2.187 0.921 -28.802
H 3.071 2.912 -21.342
H 7.666 0.628 -23.929
H 5.921 0.960 -17.388
H 1.284 1.121 -22.776
H 4.260 -0.320 -24.490
H 8.673 12.881 -22.247
H 12.373 -2.681 -18.724
H 3.421 7.991 -19.285
H 8.021 -3.061 -21.908
H 3.700 6.661 -25.297
H 8.222 3.555 -26.586
H 5.697 -1.353 -29.326
H 3.264 6.758 -18.035
H 11.199 3.800 -17.443
H 4.031 1.925 -26.636
H 4.379 5.117 -17.432
H 7.345 2.101 -16.187
H 11.336 -2.492 -22.699
H 3.823 5.589 -23.866
H 7.039 4.743 -28.071
H 12.474 9.799 -23.272
H 13.745 1.176 -18.952
H 12.674 -4.043 -20.927
H 4.448 -0.651 -27.197
H 10.401 3.192 -28.796
H 8.824 -0.501 -23.220
H 9.017 6.971 -27.730
H 6.201 -1.880 -25.610
H 3.697 3.956 -25.530
H 5.202 -2.335 -22.393
H 10.572 1.320 -23.968
H 5.851 0.205 -26.686
H 6.677 5.770 -16.582
H 1.836 -0.478 -23.457
H 9.916 3.144 -26.352
H 11.126 -0.717 -21.317
H 11.609 1.377 -26.087
H 5.934 6.770 -23.537
H 7.614 1.220 -19.928
H 13.873 5.583 -23.381
H 11.692 8.214 -23.274
H 4.368 6.372 -20.898
H 6.827 -5.436 -20.466
H 5.068 1.170 -24.543
H 9.427 -1.353 -21.147
H 12.409 2.028 -20.669
H 5.772 6.972 -17.492
H 14.207 1.241 -24.537
H 4.538 2.939 -19.436
H 6.611 -1.514 -20.724
H 12.437 0.887 -17.964
H 6.829 -3.219 -24.578
H 13.073 -2.338 -20.984
H 6.584 3.324 -30.243
H 6.505 8.890 -19.898
H 9.111 9.636 -25.732
H 6.910 6.087 -26.912
H 5.070 -0.253 -22.367
H 13.989 0.715 -26.202
H 8.814 3.533 -29.194
H 11.004 1.527 -19.728
H 10.413 -3.645 -21.734
H 12.549 -1.167 -25.462
H 6.028 7.200 -25.257
H 4.319 3.942 -21.934
H 9.681 11.466 -22.283
H 8.670 0.974 -16.559
H 14.043 10.055 -20.696
H 13.684 -1.025 -24.069
H 2.599 0.090 -27.208
H 5.582 3.925 -17.679
H 9.370 5.784 -28.773
H 11.128 -3.806 -19.297
H 9.195 2.029 -28.371
H 6.396 2.462 -27.980
H 6.341 -2.078 -27.807
H 7.227 -0.103 -18.045
H 6.231 -2.754 -19.565
*
```

Computed properties:
HOMO energy = -7.836 eV
Lowest unoccupied orbital energy = 0.40 eV
Gap between HOMO and LUMO = 8.23 eV
Max |F| = 4.33 eV Å⁻¹


The lowest max |F| belongs to which entry? C62H134Ca4N4O23P2


Among the records above, which one has the highest lowest unoccupied orbital energy? C62H116Cl32N3O14


Among the records above, which one has the highest lowest unoccupied orbital energy? C62H116Cl32N3O14


The lowest gap between HOMO and LUMO belongs to which entry? C62H116Cl32N3O14